(1)
Below is one molecule with the formula C9H16N2O in a non-equilibrium geometry, with properties calculated with wB97M-V/def2-TZVPD.

Last column: natural (NBO) charge in e.
CARTESIAN COORDINATES (ANGSTROEM)
H (-1.720, -1.662, -1.277)  0.21
C (1.565, 0.921, -0.032)  0.46
H (-0.828, -0.336, -2.287)  0.21
H (1.728, -1.600, 1.396)  0.21
H (-2.169, -0.171, 2.372)  0.19
N (2.182, 2.127, -0.181)  -0.80
C (-2.343, 0.543, -0.900)  -0.43
C (2.650, -0.121, 0.193)  -0.47
C (-3.111, 0.411, 0.347)  -0.44
H (-1.173, 1.271, 1.627)  0.21
N (0.329, 0.684, -0.261)  -0.56
O (-0.834, -0.707, 1.028)  -0.59
H (-1.954, 1.468, -1.222)  0.25
H (3.324, 2.300, 0.329)  0.40
H (3.464, -0.193, -0.520)  0.22
H (3.129, 0.588, 1.027)  0.20
H (0.473, -2.657, -0.466)  0.22
C (-1.336, -0.568, -1.237)  -0.39
H (1.342, -1.555, -1.485)  0.21
H (2.826, -2.271, 0.357)  0.21
C (2.044, -1.540, 0.424)  -0.40
C (0.869, -1.618, -0.516)  -0.42
H (-3.805, -0.523, 0.502)  0.21
H (-3.702, 1.233, 0.670)  0.22
C (-1.869, 0.332, 1.365)  -0.09
C (-0.200, -0.595, -0.301)  0.36
H (-3.073, 0.634, -1.845)  0.20
H (1.628, 2.866, -0.370)  0.39

Atomic forces in eV per Å
0.02 1.91 -0.04
0.83 -1.91 -2.01
-1.38 -0.49 1.82
-1.04 -0.16 2.58
0.15 1.37 -1.52
5.64 -1.21 2.52
-2.92 -1.20 -5.51
0.22 1.02 2.40
2.06 -1.76 2.83
-2.34 -1.49 -1.01
2.26 3.86 -0.09
-0.78 -0.53 -0.33
1.23 1.44 1.30
-5.37 -0.62 -2.26
-0.35 0.46 -0.71
-0.26 -2.91 -0.48
-0.11 0.62 -0.02
0.28 -1.45 -3.24
-0.53 0.40 -0.80
0.14 -0.63 -0.73
1.01 2.57 -0.33
0.17 -2.94 0.03
1.67 1.45 -0.68
-0.44 1.02 -0.16
1.52 -1.52 2.74
-0.61 0.68 2.57
0.72 -1.16 1.65
-1.76 3.21 -0.50

E_HOMO ... -0.317 hartree
HOMO-LUMO gap ... 9.35 eV
LUMO level ... 0.717 eV

---

(2)
Below is an isolated ion of composition C6H6 and charge -1 in a non-equilibrium geometry, with properties calculated with wB97M-V/def2-TZVPD.

Last column: natural (NBO) charge in e.
CARTESIAN COORDINATES (ANGSTROEM)
H (-0.871, 0.106, 2.395)  0.17
C (0.000, -0.842, -0.748)  -0.26
H (1.772, 0.781, -0.805)  0.16
H (0.261, -1.727, -1.314)  0.19
C (-0.438, -1.205, 0.641)  -0.45
C (-0.328, 0.376, -1.462)  -0.44
H (-0.037, 2.130, 0.967)  0.18
C (-0.266, 0.023, 1.505)  -0.20
C (0.745, 0.716, -0.571)  -0.21
C (0.392, 1.142, 0.850)  -0.47
H (-0.132, 0.553, -2.491)  0.15
H (-1.097, -2.054, 1.032)  0.18

Atomic forces in eV per Å
0.12 0.15 0.47
-0.69 -0.71 2.14
1.24 0.22 -0.87
0.65 0.05 -0.55
0.23 3.28 2.19
-0.62 1.51 0.18
0.24 0.25 0.33
-0.30 -1.12 -3.68
-0.77 -1.23 1.49
-1.45 -2.94 0.33
0.02 -0.47 -1.02
1.32 1.00 -1.00

E_HOMO (alpha / beta) ... -0.038 / -0.040 hartree
HOMO-LUMO gap (alpha / beta) ... 5.94 / 5.72 eV
Multiplicity ... 2
Total charge ... -1
LUMO level (alpha / beta) ... 4.898 / 4.641 eV

---

Results for energy relative to the best compared isomer or geometry (same formula, charge and spin): 423.7; 384.4 (in kJ/mol, following the order of the records).
Results for DFT total energy: -537.1425; -232.0255 (in a.u., following the order of the records).